#a
35
Properties=species:S:1:pos:R:3:lowdin_spin:R:1 method="wB97M-V/def2-TZVPD" lumo_energy_ev="-3.90 / -6.88" homo_ev="-11.272 / -11.264" charge=+1 multiplicity=2 gap_ev="7.37 / 4.39"
C -1.191 -0.417 -3.560 0.024
C 0.631 0.436 -1.923 0.046
C -0.569 0.576 -2.638 0.147
C 0.857 1.693 -1.299 0.044
C -0.952 1.928 -2.528 0.266
C 2.578 -0.411 -0.830 -0.010
C 2.858 0.857 -0.332 0.143
C 1.445 -0.670 -1.607 0.171
C 2.016 1.946 -0.631 0.021
N -0.128 2.634 -1.706 0.098
H 3.243 -1.238 -0.603 -0.003
H 3.761 0.951 0.263 0.007
H 1.096 -1.667 -1.387 0.005
H 2.200 2.880 -0.117 0.000
H -0.480 -1.233 -3.659 0.000
H -1.376 -0.044 -4.571 0.007
H -1.900 2.317 -2.887 0.009
H 0.324 3.456 -2.099 0.006
H -2.161 -0.725 -3.159 0.009
C -0.415 0.545 4.219 0.000
C -1.257 -0.400 0.670 0.003
C -0.963 -1.743 0.671 0.003
C -1.317 0.259 1.904 0.000
C -0.719 -0.304 3.020 0.001
C -0.426 -2.375 1.800 0.000
C -0.297 -1.643 2.953 0.002
O -0.953 -2.420 -0.552 0.000
H -1.560 0.155 -0.198 0.001
H -1.872 1.175 2.011 0.000
H -0.220 -3.432 1.699 0.000
H -1.434 -3.255 -0.482 0.000
H 0.571 0.957 4.040 0.000
H -0.251 -0.024 5.138 0.000
H -0.007 -2.082 3.904 0.000
H -1.132 1.317 4.476 0.000

***

#b
35
Properties=species:S:1:pos:R:3:lowdin_spin:R:1 method="wB97M-V/def2-TZVPD" lumo_energy_ev="-3.78 / -6.94" homo_ev="-11.073 / -11.068" charge=+1 multiplicity=2 gap_ev="7.30 / 4.13"
C 2.183 0.879 -2.784 0.000
C -0.083 3.040 -0.659 0.000
C 0.973 2.266 -1.110 0.000
C -1.253 2.950 -1.446 0.001
C 0.858 1.499 -2.255 0.001
C -1.430 2.238 -2.632 0.000
C -0.299 1.445 -3.022 0.001
O -2.357 3.693 -1.099 0.001
H 0.017 3.772 0.124 0.000
H 1.988 2.484 -0.749 0.000
H -2.225 4.062 -0.221 0.000
H -2.390 2.335 -3.096 0.000
H 2.598 0.472 -1.896 0.000
H 2.676 1.443 -3.556 0.000
H -0.409 0.864 -3.918 0.000
H 1.944 -0.002 -3.424 0.000
C 1.329 -0.985 3.715 0.033
C -0.223 -1.628 0.424 0.030
C -0.264 -1.619 1.842 0.018
C 0.891 -0.961 2.307 0.219
C 1.554 -0.469 1.180 0.237
C -2.054 -3.219 0.532 0.101
C -1.218 -2.391 -0.220 0.050
C -2.087 -3.198 1.915 0.001
C -1.181 -2.371 2.611 0.138
N 0.916 -0.963 0.038 0.132
H -2.809 -3.762 -0.037 0.005
H -1.531 -2.128 -1.218 0.001
H -2.699 -3.786 2.573 -0.002
H -1.288 -2.626 3.670 0.006
H 1.240 -0.840 -0.907 0.001
H 2.250 0.389 1.149 0.007
H 0.411 -1.054 4.292 0.002
H 1.844 -0.089 4.072 0.005
H 2.128 -1.739 3.804 0.014

***

Here is how they stack up, most stable first: #a, #b.

***

#a
54
Properties=species:S:1:pos:R:3:lowdin_charge:R:1 method="wB97M-V/def2-TZVPD" lumo_energy_ev=-0.04 homo_ev=-8.658 charge=0 multiplicity=1 gap_ev=8.62
C 0.468 0.313 -2.413 0.011
C 0.399 -0.233 -1.197 -0.213
N -0.832 -0.613 -0.650 -0.063
C -1.010 -1.369 0.561 -0.207
C -1.139 -0.738 3.040 0.028
C -0.821 -0.479 1.779 -0.165
H -0.170 0.680 -3.193 0.066
H 1.491 0.701 -2.623 0.060
H 1.277 -0.663 -0.782 0.063
H -1.649 -0.105 -0.964 0.097
H -0.309 -2.192 0.504 0.112
H -1.955 -1.930 0.613 0.112
H -1.079 -0.041 3.847 0.031
H -1.459 -1.813 3.157 0.096
H -0.254 0.398 1.455 0.070
H -3.947 0.514 -2.804 0.057
H -4.266 -0.907 -2.196 0.044
O -3.668 -0.149 -2.168 -0.042
H -0.669 2.088 4.112 0.077
H -1.101 3.033 2.955 0.069
O -0.571 2.255 3.162 -0.060
H -1.298 4.246 -1.767 0.049
H -1.009 2.958 -2.341 0.035
O -0.973 3.385 -1.466 -0.063
H -3.416 1.103 0.356 0.032
H -2.305 1.841 1.062 -0.001
O -3.003 1.982 0.409 -0.056
H -3.421 -2.930 -1.499 0.020
H -3.487 -1.728 -0.704 -0.012
O -3.751 -2.658 -0.624 -0.072
H 2.019 1.684 1.677 0.003
H 1.809 1.666 3.222 0.024
O 2.443 1.849 2.525 -0.049
H 4.211 -0.819 -1.112 0.070
H 3.223 0.221 -1.414 0.025
O 3.249 -0.735 -1.159 -0.090
H 3.320 -0.356 2.927 0.004
H 2.391 -1.504 2.981 -0.004
O 3.165 -1.154 3.452 -0.087
H 1.023 -2.208 -3.210 -0.006
H 2.515 -2.241 -2.563 0.005
O 1.948 -2.420 -3.321 -0.055
H 3.234 2.413 -0.818 0.078
H 1.651 1.952 -1.000 0.020
O 2.582 1.840 -1.222 -0.056
H 2.920 -2.742 0.729 0.060
H 1.760 -1.844 0.361 -0.015
O 2.167 -2.281 1.110 -0.041
H 0.321 3.199 1.791 0.023
H 0.021 2.269 0.552 0.005
O 0.489 3.074 0.833 -0.076
H -1.388 -2.078 -1.733 0.013
H -0.801 -3.224 -2.409 0.047
O -1.684 -2.847 -2.290 -0.071

***

#b
54
Properties=species:S:1:pos:R:3:lowdin_charge:R:1 method="wB97M-V/def2-TZVPD" lumo_energy_ev=0.05 homo_ev=-5.741 charge=0 multiplicity=1 gap_ev=5.79
C 2.778 0.696 -0.864 -0.251
O 1.893 0.512 0.257 -0.152
C 2.139 0.627 -2.183 -0.340
C 1.529 -0.618 -2.747 -0.213
C 0.012 -0.694 -2.666 -0.179
C -0.513 -0.624 -1.216 -0.214
O -0.675 0.756 -0.808 -0.126
N 1.817 1.902 -2.842 0.148
H 3.561 -0.094 -0.841 0.119
H 3.225 1.684 -0.652 0.108
H 1.486 -0.360 0.223 0.059
H 0.225 1.076 -0.532 0.059
H 1.784 -0.957 -3.779 0.104
H 1.807 -1.502 -2.194 0.096
H -0.571 0.097 -3.254 0.123
H -0.210 -1.642 -3.127 0.099
H -1.499 -0.982 -1.159 0.104
H 0.135 -1.205 -0.610 0.074
H 2.091 2.601 -2.129 0.117
H 2.446 2.147 -3.598 0.138
H 0.784 1.882 -3.086 0.135
H 2.419 1.485 3.302 0.056
H 2.406 0.665 1.997 0.045
O 2.211 0.605 2.978 -0.069
H -1.103 0.461 2.856 0.011
H 0.408 0.740 2.925 -0.028
O -0.336 0.461 3.462 -0.082
H -0.752 3.659 -2.422 0.022
H -2.030 2.764 -2.932 0.045
O -1.188 3.176 -3.120 -0.044
H -3.183 -1.457 1.183 0.004
H -4.528 -2.105 1.230 0.057
O -4.015 -1.509 0.669 -0.060
H -0.539 -1.089 1.373 0.019
H 0.583 -0.855 2.498 0.080
O 0.180 -1.537 1.847 -0.071
H -1.058 -4.724 0.285 0.046
H -2.166 -3.683 0.888 0.023
O -1.321 -3.826 0.470 -0.055
H -1.599 -2.779 3.570 0.048
H -1.172 -2.207 2.219 -0.007
O -1.896 -2.772 2.659 -0.110
H -2.988 0.171 0.966 0.019
H -1.668 1.057 0.689 0.033
O -2.182 0.524 1.334 -0.064
H -1.699 3.284 1.401 0.057
H -0.750 3.240 2.634 0.058
O -0.776 3.264 1.675 -0.036
H 0.420 -3.805 -0.365 -0.012
H 1.561 -4.712 -1.144 0.033
O 0.992 -3.948 -1.119 -0.043
H 0.367 3.511 0.024 0.032
H 1.703 2.822 0.332 0.042
O 1.150 3.119 -0.398 -0.056

***

#c
54
Properties=species:S:1:pos:R:3:lowdin_charge:R:1 method="wB97M-V/def2-TZVPD" lumo_energy_ev=0.24 homo_ev=-9.752 charge=0 multiplicity=1 gap_ev=9.99
O 0.044 -1.067 -0.629 -0.001
C -1.091 -1.222 -1.047 -0.163
C -2.006 -0.023 -1.186 -0.345
C -3.492 -0.253 -0.938 -0.166
C -3.910 0.058 0.519 -0.239
C -3.545 -1.076 1.487 -0.088
N -1.733 0.452 -2.542 0.062
H -1.225 -2.150 -1.634 0.144
H -1.665 0.791 -0.552 0.152
H -3.775 -1.284 -1.142 0.117
H -4.083 0.433 -1.547 0.101
H -3.434 0.987 0.829 0.099
H -4.987 0.216 0.490 0.102
H -2.965 -0.806 2.367 0.072
H -4.407 -1.593 1.908 0.070
H -2.944 -1.816 0.954 0.060
H -1.001 1.128 -2.660 0.100
H -1.988 -0.190 -3.277 0.097
H -0.046 -4.208 0.794 0.012
H -0.011 -4.798 2.204 0.059
O -0.158 -3.979 1.724 -0.046
H 2.961 -0.963 1.028 0.019
H 2.550 -2.314 0.314 0.033
O 3.080 -1.515 0.241 -0.061
H 2.925 -1.854 -1.982 0.052
H 1.488 -1.475 -1.757 0.004
O 2.030 -2.117 -2.240 -0.068
H -0.271 3.306 3.129 0.034
H 1.324 3.233 3.318 0.015
O 0.458 3.107 3.714 -0.050
H -3.039 3.121 -3.980 0.061
H -3.224 1.752 -3.479 0.016
O -3.661 2.625 -3.431 -0.069
H 1.305 -3.465 -1.337 -0.008
H 0.742 -4.821 -1.883 0.046
O 0.818 -4.279 -1.097 -0.068
H 0.315 -0.889 1.464 0.001
H 0.388 -2.295 2.033 -0.011
O 0.682 -1.378 2.209 -0.076
H 5.351 -0.063 0.838 0.052
H 5.815 1.194 0.060 0.058
O 5.071 0.808 0.536 -0.041
H -3.697 3.176 -1.651 -0.030
H -4.638 3.249 -0.468 0.023
O -3.945 3.744 -0.914 -0.072
H 3.494 1.507 2.918 0.085
H 2.137 0.905 3.192 0.089
O 2.763 1.057 2.478 -0.022
H 4.372 2.705 1.479 0.020
H 3.068 1.977 1.600 -0.113
O 3.442 2.869 1.652 -0.100
H 1.928 1.958 -0.249 0.014
H 2.860 1.344 -1.252 0.025
O 2.042 1.852 -1.198 -0.054

***

Here is how they stack up, most stable first: #c, #a, #b.

***

#a
62
Properties=species:S:1:pos:R:3:lowdin_charge:R:1 method="wB97M-V/def2-TZVPD" lumo_energy_ev=-2.23 homo_ev=-11.837 charge=+1 multiplicity=1 gap_ev=9.60
C 0.159 2.232 4.758 -0.107
C 0.765 1.639 3.494 -0.266
C -0.379 1.431 2.497 -0.246
C -0.109 0.310 1.488 -0.231
P 0.632 0.561 -0.182 1.120
C 2.348 1.088 -0.659 -0.224
C 3.688 0.706 0.023 -0.225
C 4.636 1.907 0.209 -0.267
C 6.123 1.600 0.432 -0.102
C -0.314 2.011 -0.923 -0.242
C 0.197 3.413 -0.515 -0.250
C -0.655 4.627 -0.936 -0.252
C -1.168 4.551 -2.369 -0.106
H 0.911 2.497 5.499 0.076
H -0.420 3.126 4.517 0.081
H -0.519 1.493 5.195 0.082
H 1.525 2.289 3.035 0.109
H 1.232 0.672 3.728 0.109
H -1.273 1.118 3.049 0.118
H -0.652 2.383 2.022 0.099
H 0.531 -0.433 1.987 0.076
H -1.072 -0.202 1.294 0.108
H 2.412 0.781 -1.723 0.100
H 2.297 2.182 -0.692 0.057
H 3.497 0.211 0.982 0.108
H 4.191 -0.023 -0.623 0.108
H 4.566 2.518 -0.701 0.111
H 4.269 2.526 1.040 0.110
H 6.670 2.535 0.593 0.077
H 6.284 0.976 1.315 0.075
H 6.572 1.109 -0.440 0.077
H -0.211 1.907 -2.016 0.086
H -1.395 1.899 -0.718 0.112
H 0.355 3.454 0.576 0.099
H 1.171 3.583 -0.996 0.099
H -1.476 4.798 -0.229 0.112
H -0.009 5.507 -0.829 0.113
H -1.526 5.525 -2.719 0.081
H -0.378 4.223 -3.050 0.077
H -1.989 3.831 -2.425 0.071
Cl -5.634 -1.231 -1.959 0.725
C -3.953 -1.236 -1.661 -0.680
C -3.111 -0.421 -2.427 -0.072
C -1.734 -0.426 -2.183 -0.061
C -1.194 -1.178 -1.143 -0.192
C 0.348 -1.013 -0.843 -0.474
C 0.908 -2.174 0.069 -0.116
C 2.186 -2.708 -0.624 -0.153
C 2.109 -2.112 -1.999 -0.045
C 1.168 -1.145 -2.112 -0.090
C -2.032 -2.019 -0.394 -0.030
C -3.410 -2.049 -0.658 -0.074
H -3.530 0.227 -3.190 0.113
H -1.074 0.143 -2.840 0.104
H 1.166 -1.852 1.085 0.095
H 0.182 -2.987 0.155 0.107
H 3.086 -2.413 -0.043 0.118
H 2.170 -3.808 -0.622 0.121
H 2.817 -2.441 -2.761 0.119
H 0.987 -0.476 -2.960 0.121
H -1.655 -2.678 0.395 0.114
H -4.058 -2.689 -0.072 0.112

***

#b
62
Properties=species:S:1:pos:R:3:lowdin_charge:R:1 method="wB97M-V/def2-TZVPD" lumo_energy_ev=-5.75 homo_ev=-10.527 charge=+1 multiplicity=1 gap_ev=4.77
C 4.885 -0.014 3.049 -0.114
C 3.616 0.456 2.348 -0.306
C 3.215 -0.490 1.211 -0.281
C 1.956 -0.025 0.456 -0.390
P 0.531 0.224 1.592 1.003
C -0.802 0.872 0.491 -0.361
C -1.270 2.254 0.955 -0.291
C -1.730 2.242 2.418 -0.301
C -2.183 3.623 2.877 -0.111
C 0.026 -1.553 1.728 -0.373
C -1.117 -1.732 2.726 -0.284
C -1.588 -3.189 2.826 -0.269
C -2.199 -3.727 1.536 -0.118
H 5.206 0.716 3.794 0.072
H 4.718 -0.967 3.561 0.076
H 5.685 -0.142 2.318 0.072
H 2.793 0.534 3.075 0.077
H 3.770 1.457 1.922 0.110
H 4.043 -0.545 0.491 0.111
H 3.067 -1.499 1.622 0.103
H 2.129 0.950 -0.032 0.072
H 1.666 -0.751 -0.320 0.073
H -0.413 0.914 -0.537 0.035
H -1.640 0.149 0.493 0.092
H -0.455 2.988 0.834 0.113
H -2.095 2.578 0.306 0.094
H -2.547 1.509 2.524 0.112
H -0.896 1.902 3.054 0.075
H -2.583 3.575 3.891 0.074
H -1.337 4.316 2.878 0.076
H -2.956 4.004 2.207 0.071
H -0.259 -1.903 0.723 0.073
H 0.909 -2.137 2.047 0.090
H -0.777 -1.395 3.717 0.112
H -1.970 -1.101 2.434 0.092
H -0.732 -3.808 3.120 0.109
H -2.328 -3.248 3.631 0.107
H -2.607 -4.728 1.685 0.072
H -3.016 -3.083 1.187 0.074
H -1.445 -3.783 0.744 0.059
Cl 1.005 -4.234 -5.564 0.769
C 0.534 -2.817 -4.722 -0.634
C -0.764 -2.709 -4.201 -0.062
C -1.154 -1.541 -3.548 0.027
C -0.252 -0.446 -3.382 -0.157
C -0.698 0.800 -2.813 -0.099
C 0.128 2.054 -2.825 -0.100
C -0.897 3.230 -2.582 -0.118
C -2.211 2.524 -2.481 0.045
C -2.072 1.153 -2.638 0.001
C 1.057 -0.597 -3.919 0.018
C 1.447 -1.759 -4.572 -0.063
H -1.464 -3.530 -4.336 0.120
H -2.173 -1.438 -3.187 0.114
H 0.943 2.066 -2.087 0.131
H 0.611 2.181 -3.805 0.139
H -0.643 3.811 -1.681 0.127
H -0.856 3.937 -3.425 0.137
H -3.142 3.066 -2.315 0.136
H -2.876 0.418 -2.672 0.124
H 1.758 0.237 -3.841 0.126
H 2.444 -1.853 -4.986 0.119

***

Here is how they stack up, most stable first: #a, #b.

***

#a
60
Properties=species:S:1:pos:R:3:lowdin_charge:R:1 method="wB97M-V/def2-TZVPD" lumo_energy_ev=-0.26 homo_ev=-10.328 charge=0 multiplicity=1 gap_ev=10.07
O -1.779 -1.340 -2.122 -0.086
H -1.445 -1.652 -1.216 0.093
H -1.711 -2.120 -2.676 0.064
O 4.678 -2.554 0.054 -0.129
H 4.091 -3.280 -0.239 0.015
H 4.111 -2.347 0.946 0.094
O 2.529 -1.826 2.574 -0.020
H 2.033 -2.416 3.117 0.032
H 2.073 -0.999 2.691 0.031
O 2.520 1.982 1.628 -0.025
H 2.177 1.111 1.393 0.036
H 2.779 2.469 0.889 -0.003
O -1.369 -0.550 3.142 -0.036
H -1.525 0.044 2.409 -0.021
H -1.622 0.049 3.819 -0.003
O -0.550 4.023 -1.021 -0.040
H -1.101 3.312 -0.739 -0.012
H -1.061 4.350 -1.811 0.094
O 1.247 -4.568 -1.631 -0.069
H 1.340 -5.302 -2.254 0.045
H 1.663 -3.763 -1.982 0.020
O 2.251 -0.124 -3.701 -0.052
H 2.050 0.698 -3.237 -0.009
H 3.190 -0.414 -3.805 0.080
O 2.959 1.083 -0.768 -0.101
H 3.838 1.644 -0.795 0.135
H 3.080 0.797 -1.670 -0.011
O -1.795 -0.210 -5.001 -0.029
H -0.918 0.146 -5.134 0.030
H -1.805 -0.222 -4.066 -0.028
O 1.625 2.494 -2.267 -0.026
H 1.104 1.777 -2.497 -0.037
H 0.970 3.070 -1.881 0.008
O -1.389 2.203 1.780 -0.083
H -0.727 1.789 1.177 0.050
H -1.814 2.954 1.238 0.081
O -4.184 -2.421 -1.332 -0.019
H -4.792 -2.903 -1.879 0.048
H -3.579 -2.876 -0.823 -0.007
O -0.631 0.669 -1.025 -0.040
H 0.036 0.028 -1.286 0.007
H -1.509 0.332 -1.212 0.003
O -1.051 2.280 5.037 -0.014
H -1.038 3.184 5.294 0.027
H -1.247 2.366 4.136 -0.044
O -0.045 -4.742 2.097 -0.019
H 0.358 -4.405 1.324 -0.006
H -0.781 -5.310 1.980 0.018
O 1.559 -1.616 -0.953 -0.013
H 1.574 -2.275 -0.292 0.010
H 2.417 -1.433 -1.295 0.009
O -3.905 2.174 0.081 -0.090
H -4.017 1.936 1.042 0.060
H -4.774 2.634 -0.029 0.062
O 0.812 3.942 3.268 -0.074
H -0.061 3.586 3.094 -0.023
H 1.443 3.249 2.982 0.018
O -3.180 -0.686 0.544 -0.041
H -3.197 -0.428 -0.390 0.014
H -4.055 -0.869 0.830 0.030

***

#b
60
Properties=species:S:1:pos:R:3:lowdin_charge:R:1 method="wB97M-V/def2-TZVPD" lumo_energy_ev=-0.44 homo_ev=-9.869 charge=0 multiplicity=1 gap_ev=9.43
O -2.686 0.212 3.132 -0.156
H -2.602 -0.620 2.543 0.029
H -2.367 0.955 2.437 0.029
O 1.625 2.354 -4.977 -0.031
H 1.210 3.241 -4.983 0.054
H 0.871 1.886 -4.772 -0.025
O -1.890 1.171 -3.263 -0.080
H -2.369 1.174 -4.185 0.109
H -1.173 0.612 -3.518 -0.008
O -2.140 -3.212 -2.505 -0.113
H -1.688 -3.713 -3.219 0.032
H -1.276 -2.632 -2.407 0.086
O -4.835 -1.269 1.353 0.083
H -3.994 -1.129 1.618 -0.051
H -5.433 -0.680 1.234 -0.062
O 2.384 -0.281 0.735 -0.032
H 2.592 -1.003 1.241 -0.010
H 1.982 -0.836 -0.005 0.099
O -0.201 0.227 1.825 -0.173
H 0.293 0.353 0.893 0.100
H 0.232 -0.770 1.990 0.156
O 1.824 -1.263 -2.782 -0.091
H 2.404 -2.037 -2.955 0.053
H 2.370 -0.490 -2.920 -0.058
O -1.961 1.678 0.979 -0.070
H -1.324 2.263 1.359 0.011
H -1.548 0.858 0.729 0.025
O 0.665 5.146 1.526 0.094
H 0.603 5.680 2.196 -0.045
H 0.260 4.432 1.790 -0.071
O -2.091 3.570 2.498 -0.089
H -2.572 4.200 3.133 0.103
H -2.909 3.066 2.328 0.053
O -3.825 -4.811 0.121 -0.048
H -4.429 -4.062 0.254 0.049
H -3.362 -5.105 -0.617 -0.018
O 2.599 2.065 -0.812 -0.039
H 2.856 2.920 -0.619 0.001
H 3.000 1.586 -0.057 0.001
O 4.605 2.183 0.781 0.009
H 3.849 2.665 0.955 -0.007
H 4.293 1.457 1.296 0.031
O 1.232 0.968 4.108 0.013
H 1.397 1.618 4.770 0.034
H 1.404 1.417 3.371 -0.065
O -2.666 -3.283 3.308 0.100
H -2.310 -3.777 2.657 -0.011
H -2.947 -3.547 4.052 -0.070
O -0.010 3.679 -3.492 -0.105
H -0.258 3.898 -2.535 0.094
H 0.310 2.810 -3.142 0.036
O 2.680 -3.885 0.933 -0.016
H 3.186 -4.598 0.603 0.029
H 2.712 -3.643 1.848 0.042
O 0.090 -5.392 -0.206 -0.055
H 0.245 -6.094 -0.849 0.035
H 0.937 -5.069 0.116 -0.014
O 3.493 0.654 -3.327 -0.018
H 3.573 1.177 -2.510 0.053
H 3.091 1.027 -4.059 -0.012

***

Here is how they stack up, most stable first: #a, #b.